(A)
6
Properties=species:S:1:pos:R:3 method="wB97M-V/def2-TZVPD" e_lumo_ev="-0.02 / -3.30" homo_lumo_gap_ev="9.857 / 4.010" total_charge=0 e_homo_ev="-9.9 / -7.3" multiplicity=1
C 1.284 0.310 -0.079
S 0.665 0.434 -1.562
I -3.944 -1.318 1.443
I 0.247 -0.277 1.667
H 2.287 0.883 -0.035
H -0.538 -0.033 -1.434


(B)
6
Properties=species:S:1:pos:R:3 method="wB97M-V/def2-TZVPD" e_lumo_ev="-2.79 / -1.07" homo_lumo_gap_ev="5.332 / 8.509" total_charge=0 e_homo_ev="-8.1 / -9.6" multiplicity=1
C -0.393 0.710 -0.039
S 0.430 -0.727 0.356
I 0.983 -3.821 -0.848
I 0.053 1.885 -1.702
H -1.447 0.676 0.193
H 1.633 -0.379 -0.122


Of them, (A) has the lowest stability.


(A)
68
Properties=species:S:1:pos:R:3 method="wB97M-V/def2-TZVPD" e_lumo_ev=0.75 homo_lumo_gap_ev=9.679 total_charge=0 e_homo_ev=-8.9 multiplicity=1 smiles=COC[C@H](C)N.COC[C@H](C)N.COC[C@H](C)N.COC[C@H](C)N
C -0.965 3.998 2.096
C -0.961 2.540 1.643
C -2.200 1.709 1.698
O -1.816 0.396 1.772
C -2.899 -0.523 1.898
N -0.347 2.596 0.334
H -0.078 4.472 1.675
H -0.851 4.181 3.164
H -1.831 4.516 1.685
H -0.167 2.025 2.183
H -2.919 1.871 0.895
H -2.665 2.031 2.630
H -3.448 -0.405 2.833
H -2.517 -1.539 2.004
H -3.583 -0.501 1.049
H -0.334 1.653 -0.029
H 0.631 2.793 0.495
C -2.686 -8.481 -1.347
C -3.906 -9.293 -0.899
C -3.645 -10.747 -1.284
O -4.668 -11.602 -0.717
C -4.662 -12.893 -1.244
N -3.949 -9.173 0.581
H -2.297 -8.609 -2.358
H -1.776 -8.696 -0.788
H -3.031 -7.448 -1.297
H -4.780 -8.898 -1.417
H -2.670 -10.955 -0.841
H -3.505 -10.841 -2.361
H -5.589 -13.328 -0.872
H -3.908 -13.561 -0.828
H -4.610 -12.889 -2.333
H -3.233 -9.787 0.943
H -4.798 -9.670 0.808
C 4.863 9.037 4.335
C 4.567 9.125 2.825
C 3.563 10.281 2.442
O 2.288 10.018 3.069
C 1.252 11.091 2.821
N 5.937 9.216 2.212
H 5.551 8.246 4.633
H 3.954 8.959 4.931
H 5.353 9.963 4.636
H 4.098 8.154 2.667
H 3.353 10.277 1.373
H 3.865 11.273 2.779
H 1.193 11.322 1.757
H 1.309 11.969 3.464
H 0.314 10.596 3.075
H 6.352 8.328 2.457
H 6.367 9.733 2.966
C 3.144 -2.359 -2.554
C 2.669 -1.452 -3.664
C 1.166 -1.630 -3.819
O 0.533 -0.731 -4.758
C -0.940 -0.769 -4.877
N 3.073 -0.106 -3.452
H 2.531 -2.248 -1.660
H 4.190 -2.260 -2.262
H 3.016 -3.424 -2.748
H 3.195 -1.844 -4.534
H 0.655 -1.477 -2.868
H 0.840 -2.633 -4.095
H -1.503 -0.440 -4.003
H -1.390 -1.667 -5.300
H -1.180 -0.106 -5.709
H 2.519 0.498 -4.044
H 3.965 0.119 -3.868


(B)
68
Properties=species:S:1:pos:R:3 method="wB97M-V/def2-TZVPD" e_lumo_ev=0.51 homo_lumo_gap_ev=9.860 total_charge=0 e_homo_ev=-9.4 multiplicity=1 smiles=COC[C@H](C)N.COC[C@H](C)N.COC[C@H](C)N.COC[C@H](C)N
C -0.055 -2.337 -0.602
C -0.636 -1.060 -1.171
C 0.458 -0.113 -1.575
O 1.357 0.255 -0.543
C 0.888 1.236 0.348
N -1.492 -1.398 -2.338
H 0.518 -2.134 0.306
H 0.593 -2.877 -1.300
H -0.814 -3.068 -0.306
H -1.240 -0.616 -0.374
H 0.080 0.849 -1.958
H 1.097 -0.543 -2.352
H 0.455 2.093 -0.178
H 1.693 1.565 1.002
H 0.152 0.782 1.028
H -1.291 -0.723 -3.068
H -1.235 -2.318 -2.673
C 7.130 -0.829 -2.020
C 5.839 -1.629 -2.165
C 4.687 -0.801 -2.670
O 5.022 -0.163 -3.869
C 3.992 0.666 -4.333
N 6.158 -2.782 -3.067
H 7.746 -1.245 -1.223
H 6.903 0.191 -1.703
H 7.682 -0.834 -2.955
H 5.600 -2.151 -1.238
H 4.336 -0.051 -1.943
H 3.824 -1.478 -2.808
H 3.060 0.122 -4.552
H 4.294 1.026 -5.318
H 3.789 1.495 -3.650
H 6.266 -2.375 -3.996
H 5.347 -3.386 -3.180
C -0.726 3.254 9.049
C 0.199 2.857 7.911
C -0.515 2.586 6.611
O 0.400 1.957 5.725
C 0.133 2.197 4.365
N 1.167 3.944 7.692
H -0.880 4.334 9.019
H -0.241 2.998 9.994
H -1.705 2.776 9.055
H 0.754 1.944 8.169
H -0.833 3.540 6.175
H -1.353 1.907 6.809
H 0.980 1.782 3.822
H 0.045 3.278 4.203
H -0.785 1.733 3.980
H 1.638 4.172 8.562
H 1.904 3.593 7.086
C -4.500 -3.425 -3.349
C -5.670 -2.494 -3.115
C -5.199 -1.131 -2.668
O -6.293 -0.230 -2.671
C -5.977 1.046 -2.152
N -6.441 -2.398 -4.399
H -4.109 -3.901 -2.442
H -3.655 -2.903 -3.803
H -4.803 -4.293 -3.938
H -6.352 -2.951 -2.395
H -4.495 -0.765 -3.440
H -4.617 -1.132 -1.740
H -6.523 1.222 -1.222
H -6.321 1.811 -2.856
H -4.903 1.178 -2.018
H -6.796 -1.445 -4.447
H -5.730 -2.409 -5.130


Of them, (A) has the lowest stability.


(A)
23
Properties=species:S:1:pos:R:3 method="wB97M-V/def2-TZVPD" e_lumo_ev="3.13 / 3.05" homo_lumo_gap_ev="2.403 / 10.100" total_charge=-1 e_homo_ev="0.7 / -7.1" multiplicity=2
C 0.850 1.666 -1.235
C 1.900 0.996 -0.335
C 1.328 0.400 0.953
C 2.356 -1.387 2.246
N 1.610 -1.010 1.231
H 1.239 2.548 -1.714
H 0.316 0.988 -1.848
H 0.031 2.075 -0.615
H 2.718 1.673 -0.163
H 2.291 0.204 -0.926
H 0.229 0.473 0.876
H 1.676 1.021 1.796
H 2.976 -0.634 2.925
H 2.358 -2.481 2.610
H -0.531 -4.242 1.446
H 0.034 -3.282 0.148
O -0.429 -4.012 0.477
H -4.003 1.715 0.118
H -3.243 1.524 -1.100
O -3.230 2.134 -0.375
H -4.058 -0.607 -1.790
H -2.771 0.015 -2.475
O -3.646 0.222 -2.252


(B)
23
Properties=species:S:1:pos:R:3 method="wB97M-V/def2-TZVPD" e_lumo_ev="3.28 / 3.23" homo_lumo_gap_ev="2.371 / 8.433" total_charge=-1 e_homo_ev="0.9 / -5.2" multiplicity=2
C -1.483 0.363 1.574
N -0.244 0.082 0.853
C -0.546 1.537 -1.148
C 0.289 1.190 0.109
C 1.745 0.831 -0.274
O 2.622 0.841 0.841
H -2.318 -0.077 1.016
H -1.593 1.454 1.656
H -1.475 0.006 2.606
H 0.442 -0.432 1.396
H -0.058 2.011 -1.997
H -1.316 2.226 -0.813
H -1.024 0.608 -1.460
H 0.312 2.088 0.765
H 1.736 -0.180 -0.670
H 2.062 1.613 -0.979
H 2.891 1.722 1.002
H 0.861 -3.608 0.526
H 0.885 -2.301 -0.379
O 1.157 -2.668 0.477
H -3.696 -1.374 -1.562
H -2.175 -1.495 -1.682
O -2.996 -1.404 -2.232


Of them, (A) has the lowest stability.


(A)
23
Properties=species:S:1:pos:R:3 method="wB97M-V/def2-TZVPD" e_lumo_ev="-3.88 / -7.41" homo_lumo_gap_ev="10.833 / 7.411" total_charge=+1 e_homo_ev="-14.7 / -14.8" multiplicity=2
C 3.364 0.444 0.451
C 2.066 1.287 0.050
C 1.219 0.643 -1.015
C -0.129 0.379 -0.795
N -1.104 0.088 -1.782
H 4.324 0.937 -0.041
H 3.208 -0.637 0.318
H 3.434 0.155 1.528
H 1.518 1.348 1.085
H 2.430 2.371 -0.130
H 1.725 0.202 -1.892
H -0.455 0.534 0.161
H -1.850 -0.411 -1.352
H -0.945 -0.391 -2.579
H -0.264 2.340 2.175
H -1.234 1.225 2.593
O -1.142 2.201 2.184
H -2.009 -2.982 1.304
H -2.423 -1.592 1.112
O -1.678 -2.142 1.223
H -3.691 -1.303 -1.817
H -2.923 -2.672 -1.606
O -3.438 -2.023 -1.174


(B)
23
Properties=species:S:1:pos:R:3 method="wB97M-V/def2-TZVPD" e_lumo_ev="-3.06 / -7.94" homo_lumo_gap_ev="10.450 / 5.570" total_charge=+1 e_homo_ev="-13.5 / -13.5" multiplicity=2
C -0.600 -0.275 -1.110
N -0.323 -0.255 0.288
C 0.968 0.221 0.787
O 1.163 1.557 0.555
C -2.083 -0.120 -1.434
C -2.439 1.352 -1.763
H -0.201 -1.203 -1.525
H -0.050 0.506 -1.584
H -1.171 -0.123 0.851
H 0.996 0.006 1.814
H 1.732 -0.328 0.242
H 0.849 2.113 1.277
H -2.360 -0.749 -2.274
H -2.741 -0.386 -0.599
H -2.117 1.638 -2.760
H -1.892 1.975 -1.050
H -3.482 1.533 -1.609
H 6.134 -1.721 -0.745
H 5.996 -2.497 -2.140
O 6.304 -2.523 -1.237
H -2.126 0.276 4.417
H -1.292 -0.859 5.113
O -1.265 -0.137 4.485


(C)
23
Properties=species:S:1:pos:R:3 method="wB97M-V/def2-TZVPD" e_lumo_ev="-3.20 / -9.34" homo_lumo_gap_ev="11.238 / 5.103" total_charge=+1 e_homo_ev="-14.4 / -14.4" multiplicity=2
C 1.848 -1.631 0.194
C 0.987 -0.696 -0.453
C 0.185 0.216 0.731
C -0.647 -0.626 1.684
O -0.689 1.099 -0.063
N 0.067 -1.341 -1.402
H 2.166 -1.172 1.234
H 2.743 -1.993 -0.419
H 1.166 -2.487 0.377
H 1.708 -0.049 -0.949
H 0.899 0.868 1.248
H -0.350 -0.355 2.744
H -0.591 -1.635 1.524
H -1.763 -0.210 1.566
H -1.097 1.778 0.619
H -0.277 -2.101 -0.965
H -0.645 -0.816 -1.684
H 2.226 2.578 -2.085
H 0.996 1.970 -1.451
O 1.381 2.780 -1.652
H -3.884 1.990 -0.087
H -2.783 0.728 -0.255
O -3.648 1.107 -0.455


Of them, (C) has the lowest stability.


(A)
14
Properties=species:S:1:pos:R:3 method="wB97M-V/def2-TZVPD" e_lumo_ev=0.58 homo_lumo_gap_ev=8.335 total_charge=0 e_homo_ev=-7.8 multiplicity=1 smiles="NC(Cl)=C(O)O.C=O"
C -1.228 1.049 -0.068
C 2.465 -1.140 -0.572
C -1.026 -0.205 0.266
N -0.233 -0.510 1.382
O -2.116 1.468 -1.038
O -0.623 2.062 0.488
O 2.307 -0.716 -1.705
Cl -1.938 -1.516 -0.392
H 2.851 -2.208 -0.395
H 2.248 -0.715 0.323
H -2.627 0.670 -1.249
H 0.130 0.409 1.821
H 0.246 -1.343 1.371
H -0.456 2.695 -0.232


(B)
14
Properties=species:S:1:pos:R:3 method="wB97M-V/def2-TZVPD" e_lumo_ev=0.66 homo_lumo_gap_ev=9.035 total_charge=0 e_homo_ev=-8.4 multiplicity=1 smiles="NC(Cl)=C(O)O.C=O"
C 1.001 0.214 -1.110
C -0.616 0.258 2.283
C 0.155 -0.557 -0.422
N -1.203 -0.566 -0.771
O 2.323 0.291 -0.900
O 0.546 1.011 -2.110
O -1.623 0.540 1.691
Cl 0.749 -1.611 0.861
H 0.319 0.825 2.169
H -0.582 -0.539 3.041
H 2.689 0.871 -1.583
H -1.556 -1.507 -0.908
H -1.788 -0.115 -0.066
H -0.413 0.882 -2.175


Of them, (A) has the lowest stability.


(A)
23
Properties=species:S:1:pos:R:3 method="wB97M-V/def2-TZVPD" e_lumo_ev=-2.52 homo_lumo_gap_ev=11.149 total_charge=+1 e_homo_ev=-13.7 multiplicity=1
C -0.014 1.230 -2.388
N -0.107 1.012 -0.943
C 0.470 -0.053 -0.367
N 0.279 -0.231 0.915
H 0.870 0.763 -2.817
H 0.029 2.347 -2.425
H -0.787 0.752 -2.998
H -0.881 1.480 -0.491
H 1.117 -0.761 -0.933
H -0.172 0.483 1.458
H 0.571 -1.091 1.347
H -2.489 3.061 1.298
H -2.888 1.749 1.919
O -2.179 2.153 1.402
H -1.011 -3.223 2.328
H 0.401 -3.352 2.986
O -0.081 -2.972 2.240
H 2.411 2.343 -0.709
H 3.430 1.334 -0.184
O 2.656 1.413 -0.760
H -0.882 -3.068 -0.989
H -0.255 -2.911 0.470
O -0.487 -2.456 -0.359


(B)
23
Properties=species:S:1:pos:R:3 method="wB97M-V/def2-TZVPD" e_lumo_ev=-2.83 homo_lumo_gap_ev=8.677 total_charge=+1 e_homo_ev=-11.5 multiplicity=1
C 1.432 -0.283 0.996
C 0.969 -0.629 -0.279
N 1.190 0.166 -1.288
N 1.266 -1.112 2.195
H 1.887 0.637 1.205
H 0.511 -1.577 -0.390
H 0.649 -0.070 -2.134
H 1.872 0.975 -1.202
H 2.134 -1.322 2.559
H 0.887 -2.041 1.806
H 0.549 -0.636 2.936
H 0.643 4.980 1.683
H 2.006 4.326 1.731
O 1.112 4.154 1.396
H -1.313 -1.160 -2.912
H -1.743 -0.441 -1.721
O -1.069 -1.091 -1.962
H -3.654 0.659 -2.060
H -2.671 1.721 -2.263
O -2.763 0.874 -1.879
H -1.782 -2.625 1.189
H -1.141 -2.952 -0.230
O -0.969 -2.554 0.624


Of them, (B) has the lowest stability.


(A)
28
Properties=species:S:1:pos:R:3 method="wB97M-V/def2-TZVPD" e_lumo_ev=0.48 homo_lumo_gap_ev=10.607 total_charge=0 e_homo_ev=-10.1 multiplicity=1 smiles="CCCCNC(=O)O.O.O.O"
C 1.128 -1.334 0.197
N -0.306 -1.460 -0.017
C -0.863 -1.373 -1.282
O -0.071 -1.647 -2.337
O -2.044 -1.090 -1.504
C 1.651 0.043 -0.175
C 1.040 1.170 0.705
C 1.742 1.324 2.054
H 1.612 -2.106 -0.361
H 1.374 -1.597 1.235
H -0.938 -1.136 0.812
H 0.761 -2.140 -2.083
H 2.773 0.098 -0.079
H 1.434 0.301 -1.243
H -0.028 0.914 0.867
H 1.046 2.149 0.172
H 1.267 2.083 2.659
H 2.740 1.644 1.894
H 1.740 0.411 2.652
H 2.779 2.368 -0.859
H 3.191 3.518 0.100
O 3.348 3.112 -0.764
H -1.789 0.406 2.752
H -2.697 -0.049 1.526
O -1.982 -0.347 2.179
H -2.985 -0.075 -0.537
H -4.389 0.214 0.027
O -3.493 0.502 0.126


(B)
28
Properties=species:S:1:pos:R:3 method="wB97M-V/def2-TZVPD" e_lumo_ev=0.41 homo_lumo_gap_ev=9.746 total_charge=0 e_homo_ev=-9.3 multiplicity=1 smiles="CCCNCC(=O)O.O.O.O"
C -1.181 0.963 1.416
C -2.497 1.750 1.306
C -1.157 -0.446 0.823
N -0.358 -0.671 -0.375
C -0.934 -0.375 -1.665
C 0.138 -0.020 -2.713
O 1.377 -0.049 -2.231
O -0.128 0.347 -3.829
H -0.846 0.962 2.439
H -0.304 1.548 1.075
H -3.205 1.293 1.995
H -2.970 1.698 0.337
H -2.346 2.753 1.717
H -0.570 -0.969 1.603
H -2.144 -0.946 0.870
H 0.507 -0.150 -0.277
H -1.315 -1.330 -2.096
H -1.664 0.465 -1.685
H 1.988 0.192 -2.945
H 0.591 -2.513 -0.310
H 1.419 -3.724 -0.187
O 1.496 -2.775 -0.015
H 2.170 2.410 0.682
H 2.188 1.035 0.122
O 2.785 1.767 0.314
H 1.906 -1.540 1.596
H 2.844 -1.019 0.694
O 2.209 -0.656 1.338


Of them, (B) has the lowest stability.


(A)
9
Properties=species:S:1:pos:R:3 method="wB97M-V/def2-TZVPD" e_lumo_ev="-0.39 / -0.75" homo_lumo_gap_ev="7.912 / 7.803" total_charge=0 e_homo_ev="-8.3 / -8.5" multiplicity=1
C -1.079 1.240 -1.561
N -1.343 1.114 -0.283
N 1.439 -1.517 1.404
O 1.659 -0.337 0.887
S -0.730 0.512 0.982
H -0.131 0.863 -1.993
H -1.622 1.812 -2.292
H 0.764 -1.621 2.241
H 1.043 -2.065 0.615


(B)
9
Properties=species:S:1:pos:R:3 method="wB97M-V/def2-TZVPD" e_lumo_ev=0.25 homo_lumo_gap_ev=8.609 total_charge=0 e_homo_ev=-8.4 multiplicity=1
C 0.788 1.048 -0.035
H -0.616 -1.346 0.680
H -1.110 1.734 -0.033
H 1.282 2.120 0.355
H 2.162 -1.596 -0.271
N -0.539 0.919 0.153
N 1.805 0.261 -0.184
O 1.440 -1.158 0.123
S -1.677 -0.387 -0.081


Of them, (A) has the lowest stability.